{
  "formula": "C5H6N2O",
  "method": "wB97M-V/def2-TZVPD",
  "e_above_lowest_ev": 4.494,
  "orbital_gap_ev": [7.1550, 8.4728],
  "e_homo_ha": [-0.266, -0.309],
  "symbols": ["C", "C", "C", "C", "C", "N", "N", "O", "H", "H", "H", "H", "H", "H"],
  "coordinates": [[0.60120, -0.89745, 1.59286], [1.30333, 0.33644, 1.60893], [-0.13633, -0.93114, 0.44951], [0.97100, 1.00355, 0.47157], [-0.48529, 0.63280, -1.41067], [0.08172, 0.23513, -0.24494], [-2.31670, -0.03290, -3.03220], [-1.47417, -0.09397, -1.90272], [0.65380, -1.66159, 2.34079], [1.96985, 0.68027, 2.37356], [-0.78816, -1.69097, 0.07497], [1.27907, 1.96436, 0.11427], [-0.15053, 1.54427, -1.88260], [-2.89948, -0.85708, -2.89289]],
  "forces_ev_per_angstrom": [[0.0, 0.1, -0.2], [0.0, 0.1, -0.2], [-0.1, -0.5, 0.2], [0.3, 0.3, 0.3], [-2.9, -0.9, -2.7], [0.0, -0.3, 0.3], [1.5, 1.5, 0.2], [1.1, -0.1, 1.6], [-0.1, -0.2, 0.1], [0.2, 0.1, 0.1], [-0.2, -0.1, -0.2], [0.0, 0.2, -0.1], [0.0, 0.0, -0.1], [0.3, -0.2, 0.6]]
}

***

{
  "formula": "C2H42BINO23",
  "method": "wB97M-V/def2-TZVPD",
  "orbital_gap_ev": 7.2458,
  "e_homo_ha": -0.196,
  "charge": -1,
  "symbols": ["N", "C", "I", "B", "O", "O", "C", "O", "O", "H", "H", "H", "H", "O", "H", "H", "O", "H", "H", "O", "H", "H", "O", "H", "H", "O", "H", "H", "O", "H", "H", "O", "H", "H", "O", "H", "H", "O", "H", "H", "O", "H", "H", "O", "H", "H", "O", "H", "H", "O", "H", "H", "O", "H", "H", "O", "H", "H", "O", "H", "H", "O", "H", "H", "O", "H", "H", "O", "H", "H"],
  "coordinates": [[2.41542, 0.18574, 2.43204], [1.98348, -0.66223, 1.22524], [3.42317, -2.29597, 1.01579], [1.99791, 0.34658, -0.07332], [3.27341, 0.40632, -0.86450], [0.89053, 1.23183, -0.50951], [0.51410, -1.33816, 1.49329], [-0.27489, -1.03109, 2.55443], [-0.00140, -2.39708, 0.56445], [3.11064, -0.35759, 3.01933], [3.00873, 0.95021, 1.99058], [3.12586, -0.32639, -1.56164], [1.35669, 2.04001, -0.88579], [2.07416, -2.54947, -1.92406], [1.68142, -3.18126, -2.54504], [1.31347, -2.06295, -1.57272], [-3.10376, -2.00875, 1.04603], [-2.48594, -2.42597, 0.42695], [-2.52900, -1.59787, 1.70907], [1.52943, -4.72386, 2.16228], [0.76711, -4.14035, 2.03028], [1.56751, -4.84550, 3.12277], [4.33866, 2.64057, 1.92449], [4.93544, 3.17492, 2.46980], [4.77057, 2.61858, 1.05745], [4.71179, 1.72413, 4.66093], [4.09689, 2.32306, 5.11061], [4.18422, 1.34255, 3.94339], [1.06460, 0.22919, 5.18121], [0.44970, 0.82813, 5.63089], [0.53703, -0.15238, 4.46367], [-0.65371, 1.91946, 2.58880], [-0.69722, 0.97278, 2.79114], [-0.48156, 1.94740, 1.63571], [-2.66505, -1.49445, -2.16160], [-3.42736, -0.91094, -2.29361], [-2.62697, -1.61609, -1.20111], [-5.36665, 0.17366, -2.27910], [-6.29713, 0.16094, -2.54945], [-5.28972, 0.97694, -1.74280], [-5.26318, 2.73704, -3.84464], [-5.10944, 1.79931, -3.65475], [-4.38372, 3.13743, -3.77374], [-2.31039, -4.01956, -3.94413], [-3.24086, -4.03228, -4.21448], [-2.23345, -3.21628, -3.40783], [-0.44628, -1.75331, 7.39298], [0.21338, -1.90534, 8.08636], [0.08052, -1.66010, 6.58515], [1.46981, -3.62562, -4.72989], [1.48890, -2.92191, -5.39582], [1.35261, -4.43558, -5.24858], [-0.84593, 4.28925, 0.45646], [-1.60825, 4.87276, 0.32445], [-0.80785, 4.16761, 1.41695], [2.72191, -4.14989, -6.84013], [3.21678, -4.00942, -6.01891], [3.33768, -4.64252, -7.40310], [-5.21367, 4.02203, -0.95479], [-5.82857, 4.62097, -0.50511], [-5.74124, 3.64046, -1.67233], [-2.52294, 5.44038, 2.72429], [-2.19705, 4.84460, 3.41557], [-3.40345, 5.09516, 2.51378], [6.45891, 1.50075, 0.33708], [7.35436, 1.40899, 0.69592], [6.52073, 1.11248, -0.54848], [-3.46984, 0.84223, -5.04263], [-3.51335, -0.10445, -4.84029], [-3.29769, 0.87017, -5.99572]],
  "forces_ev_per_angstrom": [[1.3, -0.2, -1.9], [-1.6, 0.3, 1.4], [-0.2, 0.4, 0.0], [0.3, 1.0, -2.0], [-3.2, -1.2, 0.0], [3.6, -0.8, 1.2], [-5.2, -3.8, 0.1], [4.0, -0.6, -4.4], [3.2, 5.6, 4.0], [-1.3, 0.6, -1.0], [-0.8, -1.0, 1.1], [0.6, 1.3, 1.4], [-1.0, -1.5, 0.3], [-0.1, 0.3, -0.5], [0.1, 0.2, 0.0], [-0.1, -0.5, 0.3], [-0.2, 0.1, -0.3], [0.3, -0.1, 0.8], [0.3, -0.2, -0.2], [-0.3, -0.4, 0.7], [0.1, 0.2, -0.4], [0.0, 0.1, -0.4], [0.2, 0.5, -0.2], [-0.3, -0.3, 0.0], [0.0, -0.3, 0.2], [-0.2, 0.2, 0.1], [0.1, -0.4, -0.2], [0.1, 0.2, 0.1], [-0.4, 0.0, 0.6], [0.2, -0.2, -0.2], [0.2, 0.0, -0.5], [-0.3, 0.4, -0.2], [0.3, -0.2, -0.2], [0.0, -0.2, 0.2], [-0.2, 0.0, -0.1], [0.1, -0.2, 0.2], [0.0, 0.2, -0.2], [-0.3, 0.4, -0.1], [0.3, -0.1, 0.1], [0.1, -0.2, 0.1], [-0.1, 0.3, 0.5], [0.2, 0.1, -0.3], [-0.2, -0.2, -0.1], [-0.4, 0.1, -0.3], [0.4, 0.0, 0.2], [0.0, 0.0, 0.2], [0.4, -0.1, 0.2], [-0.3, 0.1, -0.3], [-0.1, 0.2, 0.1], [-0.1, 0.1, 0.1], [-0.2, -0.3, 0.3], [-0.1, 0.4, 0.2], [-0.1, 0.2, 0.0], [0.3, -0.3, 0.2], [-0.1, 0.0, -0.3], [0.9, -0.4, -0.5], [-0.2, 0.0, -0.1], [-0.3, 0.2, 0.0], [-0.5, 0.1, 0.1], [0.3, -0.2, -0.1], [0.3, 0.1, -0.1], [-0.3, -0.2, 0.2], [0.0, 0.1, -0.2], [0.3, 0.0, 0.0], [0.6, -0.1, -0.4], [-0.4, 0.0, 0.0], [-0.2, 0.0, 0.3], [0.0, -0.5, -0.4], [0.1, 0.3, 0.1], [-0.1, 0.1, 0.4]]
}

***

{
  "formula": "C12H17N",
  "method": "wB97M-V/def2-TZVPD",
  "s_squared": 0.771,
  "e_above_lowest_ev": 4.266,
  "spin_multiplicity": 2,
  "orbital_gap_ev": [9.0193, 5.8780],
  "e_homo_ha": [-0.477, -0.477],
  "charge": 1,
  "symbols": ["C", "C", "C", "C", "C", "C", "C", "C", "C", "N", "H", "H", "H", "H", "H", "H", "H", "H", "H", "C", "C", "C", "H", "H", "H", "H", "H", "H", "H", "H"],
  "coordinates": [[-1.46704, -0.22589, 1.88612], [-0.14483, 1.72449, -0.98194], [-1.24712, 1.18102, -0.33395], [-0.73174, 0.67691, 0.97130], [0.59922, 1.14729, 1.13424], [-1.80678, 3.00934, -2.30161], [-0.47268, 2.66852, -1.99047], [-2.80190, 2.08338, -2.02820], [-2.46352, 1.24318, -0.95440], [1.03438, 1.75428, -0.09914], [-1.94440, 3.93444, -2.62491], [0.44705, 3.03440, -2.55157], [-3.86370, 2.17287, -2.50115], [-2.99957, 0.47579, -0.54664], [1.99150, 1.70082, -0.43472], [1.37101, 0.87765, 1.83365], [-0.91675, -0.63712, 2.67039], [-2.15782, -0.98496, 1.33054], [-2.19802, 0.48547, 2.31910], [2.53912, -3.95031, 1.68692], [2.15526, -5.19601, 0.95236], [2.98702, -2.90254, 0.77910], [1.73414, -3.47941, 2.31835], [3.33124, -4.12968, 2.44534], [2.90306, -5.76294, 0.23256], [3.52895, -2.03168, 1.22489], [3.41973, -3.61081, -0.01274], [1.26125, -4.79486, 0.34522], [1.64868, -5.98779, 1.43193], [2.33301, -2.29844, 0.29702]],
  "forces_ev_per_angstrom": [[-2.8, 0.9, -1.9], [-0.2, 2.8, 0.0], [3.7, -0.2, 1.7], [-0.3, -0.2, -1.2], [0.9, 0.4, -4.2], [1.5, -4.1, 1.1], [3.1, -0.7, 0.2], [-1.4, 0.5, 0.7], [-0.3, -0.1, -1.0], [-3.1, -2.1, 1.6], [-0.9, 3.6, -2.5], [-1.6, 0.5, 0.8], [2.1, -0.3, 1.2], [-2.9, -1.4, 0.6], [-0.1, 0.3, 0.3], [-0.2, 0.1, 0.4], [1.0, -0.8, 1.0], [1.6, 1.2, 0.9], [0.0, -0.4, 0.3], [-0.2, 0.1, 3.8], [-1.6, -0.1, -3.2], [3.4, -0.8, -1.1], [0.1, -1.2, -0.4], [-0.2, -0.1, -0.5], [-1.1, 1.8, 1.4], [1.0, -1.4, -0.1], [0.8, 2.3, 0.5], [1.4, -0.9, -0.1], [-0.1, -0.8, 1.5], [-3.3, 1.0, -1.8]]
}

***

Copy entry 1 word for word.
{
  "formula": "C5H6N2O",
  "method": "wB97M-V/def2-TZVPD",
  "e_above_lowest_ev": 4.494,
  "orbital_gap_ev": [7.1550, 8.4728],
  "e_homo_ha": [-0.266, -0.309],
  "symbols": ["C", "C", "C", "C", "C", "N", "N", "O", "H", "H", "H", "H", "H", "H"],
  "coordinates": [[0.60120, -0.89745, 1.59286], [1.30333, 0.33644, 1.60893], [-0.13633, -0.93114, 0.44951], [0.97100, 1.00355, 0.47157], [-0.48529, 0.63280, -1.41067], [0.08172, 0.23513, -0.24494], [-2.31670, -0.03290, -3.03220], [-1.47417, -0.09397, -1.90272], [0.65380, -1.66159, 2.34079], [1.96985, 0.68027, 2.37356], [-0.78816, -1.69097, 0.07497], [1.27907, 1.96436, 0.11427], [-0.15053, 1.54427, -1.88260], [-2.89948, -0.85708, -2.89289]],
  "forces_ev_per_angstrom": [[0.0, 0.1, -0.2], [0.0, 0.1, -0.2], [-0.1, -0.5, 0.2], [0.3, 0.3, 0.3], [-2.9, -0.9, -2.7], [0.0, -0.3, 0.3], [1.5, 1.5, 0.2], [1.1, -0.1, 1.6], [-0.1, -0.2, 0.1], [0.2, 0.1, 0.1], [-0.2, -0.1, -0.2], [0.0, 0.2, -0.1], [0.0, 0.0, -0.1], [0.3, -0.2, 0.6]]
}